The following is a DFT calculation (ωB97M-V with the def2-TZVPD basis set) of one molecule with the formula C17H30FN3O6S.

```
58
Properties=species:S:1:pos:R:3
C -1.44 -4.85 3.28
C -1.05 -4.77 1.81
C -2.18 -4.08 1.03
C -1.89 -4.12 -0.46
O -1.74 -5.17 -1.06
N -1.81 -2.93 -1.11
C -1.47 -1.59 -0.61
C -0.57 -1.42 -1.85
F -0.88 -0.32 -2.65
C 0.93 -1.40 -1.54
O 1.60 -2.41 -1.68
N 1.47 -0.23 -1.10
C 2.89 -0.26 -0.76
C 3.76 -0.34 -2.01
S 5.47 -0.53 -1.60
O 6.22 -0.70 -2.80
O 5.81 0.45 -0.63
O 5.47 -1.93 -0.83
C 0.70 0.89 -0.57
C 1.05 2.23 -1.21
N 1.36 2.18 -2.53
O 1.04 3.25 -0.55
C -1.10 -2.75 -2.38
C 0.29 -4.04 1.61
C 1.55 -4.93 1.46
C 1.69 -5.90 2.63
C 2.77 -4.01 1.43
C 1.48 -5.70 0.14
H -1.60 -3.85 3.70
H -2.37 -5.42 3.41
H -0.67 -5.33 3.88
H -0.97 -5.78 1.41
H -3.12 -4.61 1.19
H -2.32 -3.06 1.39
H -2.32 -0.90 -0.62
H -0.96 -1.56 0.35
H 3.13 0.65 -0.21
H 3.09 -1.12 -0.12
H 3.49 -1.20 -2.63
H 3.70 0.57 -2.60
H 5.69 -2.64 -1.45
H -0.36 0.73 -0.71
H 0.89 0.99 0.50
H 1.13 1.36 -3.07
H 1.44 3.06 -3.01
H -0.35 -3.51 -2.57
H -1.76 -2.63 -3.24
H 0.26 -3.43 0.70
H 0.45 -3.34 2.44
H 0.86 -6.62 2.66
H 2.61 -6.48 2.53
H 1.73 -5.38 3.59
H 2.70 -3.31 0.59
H 2.85 -3.43 2.35
H 3.69 -4.59 1.31
H 1.45 -5.01 -0.70
H 2.37 -6.33 0.03
H 0.61 -6.35 0.08
```

Multiplicity: 1
Charge: 0
E (eV): -48424.9516
SMILES: C[C@@H](CC(=O)N1CC(F)(C(=O)N(CCS(=O)(=O)O)CC(N)=O)C1)CC(C)(C)C


The following is a DFT calculation (ωB97M-V with the def2-TZVPD basis set) of a 2-piece molecular cluster, C15H18 overall at a distorted geometry.

```
33
Properties=species:S:1:pos:R:3
C -0.69 3.15 0.02
C -0.21 1.97 0.93
C 1.25 1.94 1.01
C 1.86 0.68 0.78
C 3.11 0.32 1.33
C 3.82 1.48 1.71
C 3.33 2.76 1.79
C 1.99 3.03 1.54
H -0.18 4.12 0.13
H -1.79 3.13 -0.12
H -0.55 2.83 -1.03
H -0.82 1.76 1.80
H -0.59 1.17 0.22
H 1.30 -0.03 0.19
H 3.50 -0.63 1.65
H 4.86 1.33 1.99
H 4.03 3.55 2.03
H 1.37 3.85 1.86
C -0.73 -4.00 -2.44
C -1.47 -2.99 -1.60
C -1.57 -1.68 -2.02
C -2.23 -0.67 -1.30
C -2.72 -1.03 -0.06
C -2.39 -2.29 0.49
C -1.86 -3.30 -0.28
H -0.57 -3.59 -3.45
H -1.24 -4.96 -2.47
H 0.33 -4.04 -2.20
H -1.04 -1.26 -2.87
H -2.34 0.31 -1.73
H -3.21 -0.25 0.51
H -2.81 -2.35 1.48
H -1.76 -4.29 0.11
```

Multiplicity: 1
Charge: 0
E (eV): -15845.0342
SMILES: CCc1ccccc1.Cc1ccccc1


The following is a DFT calculation (ωB97M-V with the def2-TZVPD basis set) of one molecule with the formula C4H6O2.

```
12
Properties=species:S:1:pos:R:3
C 0.60 -0.63 1.12
C 0.55 0.02 -0.04
C 1.81 0.54 -0.67
O 2.90 0.48 -0.15
O -0.51 0.34 -0.81
C -1.82 0.06 -0.33
H -0.26 -1.06 1.62
H 1.57 -0.74 1.59
H 1.66 0.99 -1.67
H -2.44 0.93 -0.57
H -2.22 -0.83 -0.83
H -1.84 -0.09 0.75
```

Multiplicity: 1
Charge: 0
E (eV): -8338.6694
SMILES: C=C(C=O)OC


The following is a DFT calculation (ωB97M-V with the def2-TZVPD basis set) of a 2-piece molecular cluster, C3H8O2 overall at a distorted geometry.

```
13
Properties=species:S:1:pos:R:3
C 0.55 -0.65 1.01
C 0.82 0.28 0.11
O -0.22 1.21 -0.12
C 1.99 0.33 -0.78
H 0.97 -1.63 0.77
H 0.18 -0.28 1.93
H -0.95 0.88 0.44
H 2.58 1.18 -0.57
H 2.64 -0.58 -0.81
H 1.57 0.44 -1.82
H -3.09 -1.06 0.12
H -3.80 0.04 -0.52
O -3.24 -0.18 0.25
```

Multiplicity: 2
Charge: -1
E (eV): -7332.7718


The following is a DFT calculation (ωB97M-V with the def2-TZVPD basis set) of C35H55F6Ge2N6O4PSY as an isolated structure.

```
111
Properties=species:S:1:pos:R:3
Y 0.94 -0.57 0.07
C -3.92 -3.89 1.45
N -2.58 -3.99 2.01
C -2.19 -5.38 2.23
C -0.68 -5.31 2.34
N -0.39 -4.14 1.55
C 0.98 -3.80 1.19
C -1.47 -3.33 1.42
N -1.40 -2.15 0.93
C -2.56 -1.29 0.97
C -2.09 0.06 0.46
N -1.03 0.62 1.28
C -1.34 1.28 2.34
N -2.60 1.41 2.97
C -3.88 1.52 2.30
C -2.45 2.33 4.09
C -0.99 2.19 4.43
N -0.43 1.93 3.13
C 0.99 1.77 2.97
H -4.54 -4.62 1.96
H -3.94 -4.11 0.38
H -4.36 -2.91 1.63
H -2.48 -6.00 1.37
H -2.68 -5.77 3.13
H -0.19 -6.19 1.93
H -0.35 -5.17 3.38
H 1.58 -4.61 1.64
H 2.56 -2.50 1.32
H 1.09 -3.92 0.10
H -2.95 -1.18 2.00
H -3.38 -1.62 0.33
H -2.91 0.75 0.27
H -1.66 -0.12 -0.54
H -4.17 0.59 1.81
H -3.92 2.34 1.58
H -4.63 1.72 3.08
H -3.12 2.03 4.91
H -2.69 3.36 3.79
H -0.80 1.36 5.13
H -0.56 3.10 4.86
H 1.49 2.52 3.58
H 1.27 1.94 1.94
H 1.34 0.78 3.28
O 4.67 0.67 -0.18
S 3.85 -0.36 0.42
O 4.57 -1.29 1.26
O 2.68 0.28 1.18
O 3.03 -1.08 -0.65
C 4.05 3.93 -1.07
C 2.82 3.12 -0.68
Ge 2.17 1.77 -2.02
C 3.54 0.84 -3.14
C 4.91 1.51 -3.31
C 1.36 3.04 -3.31
C 0.08 3.43 -3.14
Ge -0.83 2.18 -1.87
C -1.78 0.84 -3.03
C -2.55 1.29 -4.27
C -2.17 3.28 -0.78
C -3.54 3.63 -1.36
C -0.44 4.62 -3.84
C -1.74 4.71 -4.34
C -2.19 5.85 -5.00
C -1.36 6.95 -5.15
C -0.07 6.89 -4.64
C 0.38 5.75 -3.99
H 4.28 4.70 -0.32
H 3.92 4.44 -2.03
H 4.93 3.29 -1.16
H 1.95 3.78 -0.57
H 2.99 2.63 0.27
H 3.05 0.76 -4.12
H 3.67 -0.16 -2.75
H 4.83 2.53 -3.69
H 5.54 0.95 -4.00
H 5.42 1.54 -2.35
H 1.97 3.54 -4.08
H -2.43 0.20 -2.42
H -0.98 0.16 -3.35
H -3.39 1.94 -4.02
H -2.95 0.43 -4.81
H -1.90 1.83 -4.96
H -1.63 4.19 -0.50
H -2.33 2.74 0.17
H -3.46 4.33 -2.20
H -4.20 4.09 -0.62
H -4.05 2.73 -1.74
H -2.41 3.87 -4.24
H -3.20 5.87 -5.38
H -1.71 7.84 -5.65
H 0.59 7.74 -4.73
H 1.37 5.72 -3.57
F 0.09 -1.98 -1.66
P -0.63 -3.14 -2.67
F -1.32 -4.23 -3.63
F 0.80 -3.85 -2.82
F -0.31 -2.20 -3.93
F -0.93 -4.05 -1.38
F -2.04 -2.39 -2.45
C 1.50 -2.43 1.61
C 1.45 -2.16 3.06
C 0.26 -1.88 3.75
C 0.23 -1.59 5.10
C 1.41 -1.54 5.84
C 2.61 -1.80 5.18
C 2.63 -2.11 3.83
H -0.67 -1.86 3.19
H -0.72 -1.37 5.58
H 1.40 -1.30 6.90
H 3.55 -1.75 5.73
H 3.57 -2.26 3.32
```

Multiplicity: 2
Charge: -2
E (eV): -204832.2263


The following is a DFT calculation (ωB97M-V with the def2-TZVPD basis set) of one molecule with the formula C5H5N3O at a distorted geometry.

```
14
Properties=species:S:1:pos:R:3
C -2.05 0.64 3.34
C -1.45 0.24 1.87
C -1.07 -0.22 0.71
C -0.31 -0.26 -0.52
O -0.55 0.27 -1.78
N 0.65 0.47 -2.47
N 1.67 -0.09 -1.75
C 1.00 -0.42 -0.54
N 1.98 -0.74 0.36
H -3.17 0.40 3.15
H -2.12 1.68 3.41
H -1.60 -0.28 4.13
H 2.99 -0.64 0.00
H 1.54 -0.68 1.33
```

Multiplicity: 1
Charge: 0
E (eV): -11776.9885
SMILES: CC#Cc1onnc1N


The following is a DFT calculation (ωB97M-V with the def2-TZVPD basis set) of C20H14F6N5O6S4Tl as an isolated structure.

```
56
Properties=species:S:1:pos:R:3
Tl 0.68 -0.61 -1.45
S 1.64 -4.71 -4.12
C 0.77 -3.68 -3.08
S -0.24 -4.21 -1.85
S 0.91 -1.96 -3.52
N 2.30 -2.44 -0.33
N 3.23 -3.13 -1.16
C 3.99 -2.38 -2.02
N 4.37 -3.03 -3.14
N 4.30 -1.17 -1.59
N 5.12 -0.40 -2.38
O 4.98 0.80 -2.28
O 5.97 -0.92 -3.12
H 2.76 -2.14 0.53
H 1.57 -3.10 -0.12
H 2.76 -3.91 -1.62
H 3.64 -3.61 -3.56
H 4.95 -2.50 -3.76
F -3.28 -3.23 6.98
C -3.98 -2.40 6.17
F -5.18 -3.02 5.97
F -4.24 -1.29 6.88
C -3.28 -2.13 4.88
C -3.02 -3.18 4.02
C -2.36 -2.96 2.83
C -1.94 -1.67 2.47
C -2.20 -0.62 3.36
C -2.86 -0.84 4.55
C -1.25 -1.43 1.24
C -0.67 -1.21 0.20
H -3.34 -4.18 4.28
H -2.16 -3.77 2.14
H -1.88 0.38 3.09
H -3.06 -0.02 5.22
F -0.83 1.79 -5.21
C -0.20 2.22 -4.09
F 0.13 3.51 -4.30
F 0.94 1.53 -3.99
C -1.14 2.04 -2.85
O -1.97 2.93 -2.69
O -0.93 1.00 -2.18
O -2.75 5.62 -0.71
C -1.59 5.84 -0.03
O -1.34 6.95 0.37
C -0.71 4.66 0.11
C -1.24 3.37 0.17
C -0.41 2.27 0.19
C 0.98 2.42 0.07
S 2.08 1.08 -0.20
C 1.50 3.72 0.08
C 0.67 4.82 0.13
H -2.70 4.75 -1.14
H -2.31 3.20 0.19
H -0.84 1.28 0.22
H 2.57 3.85 -0.01
H 1.07 5.83 0.10
```

Multiplicity: 1
Charge: -2
E (eV): -105042.8648


The following is a DFT calculation (ωB97M-V with the def2-TZVPD basis set) of C6H8KNaO6 as an isolated structure at a distorted geometry.

```
22
Properties=species:S:1:pos:R:3
O 1.86 3.66 0.63
C 2.15 1.95 1.21
C 0.50 3.86 0.89
O 3.21 1.80 1.85
O 1.04 1.84 2.06
C 0.15 2.95 2.09
K 8.01 2.45 -3.01
H -0.13 3.55 0.03
H 0.29 4.92 1.11
H -0.88 2.58 2.02
H 0.30 3.49 3.03
O 0.85 0.93 -0.53
C 1.99 1.02 -0.06
C 5.06 0.40 -1.10
O 4.93 1.79 -1.05
O 2.71 -0.14 -0.24
C 3.64 -0.08 -1.30
Na 5.56 2.10 1.05
H 5.69 -0.14 -0.38
H 5.55 0.05 -2.03
H 3.66 -1.06 -1.81
H 3.26 0.68 -1.99
```

Multiplicity: 1
Charge: 0
E (eV): -39374.0928